The following is a quantum chemistry calculation of a molecular structure, C7H10O at a distorted geometry, from the Open Molecules 2025 dataset.

Structure (ORCA input):
```
! RIJCOSX wB97M-V def2-TZVPD def2/J DEFGRID3
* xyz 0 1
C -1.75 -0.75 -0.28
C -1.81 0.72 0.09
C -0.31 0.72 -0.32
C 1.15 1.01 -0.17
C 1.86 0.08 0.81
C 1.28 -1.00 -0.16
C -0.29 -0.71 0.13
H -2.41 -1.49 0.33
H -2.01 -0.90 -1.37
H -2.42 1.29 -0.55
H -1.82 0.94 1.20
H -0.37 0.61 -1.38
H 1.48 2.02 -0.49
H 2.95 0.22 0.64
H 1.56 -0.10 1.91
H 1.70 -1.93 -0.36
H -0.39 -0.65 1.18
O 1.59 -0.09 -1.20
*
```

Values from the calculation:
E_LUMO, eV: 1.09
Highest occupied orbital energy, eV: -9.2
Energy above the lowest of the compared OMol25 structures with the same formula, charge and spin, kJ/mol: 476.7
Orbital gap, Eh: 0.3797


The following is a quantum chemistry calculation of a single C7H10O2 molecule at a distorted geometry, from the Open Molecules 2025 dataset.

Structure (ORCA input):
```
! RIJCOSX wB97M-V def2-TZVPD def2/J DEFGRID3
* xyz 0 1
C 1.87 -1.15 0.11
C -1.54 -1.29 -1.15
C -0.84 -1.03 0.15
O 0.72 -0.38 -0.27
O -0.85 -1.67 1.14
H 2.07 -1.89 -0.66
H 1.68 -1.64 1.07
H 2.72 -0.47 0.18
H -2.62 -1.30 -0.96
H -1.23 -2.28 -1.50
H -1.30 -0.53 -1.89
C 0.53 1.05 0.64
C 1.29 2.12 0.21
C -1.03 1.01 0.47
C -2.13 1.51 0.38
H 0.73 0.73 1.66
H 1.85 2.69 0.93
H 1.17 2.53 -0.79
H -3.10 1.96 0.28
*
```

Values from the calculation:
E_LUMO (spin up / spin down), eV: -0.46 / -0.46
Highest occupied orbital energy (spin up / spin down), eV: -6.9 / -6.9
Energy above the lowest of the compared OMol25 structures with the same formula, charge and spin, kJ/mol: 639.3
Orbital gap (spin up / spin down), Eh: 0.2361 / 0.2360


The following is a quantum chemistry calculation of a single C7H10O2 molecule at a distorted geometry, from the Open Molecules 2025 dataset.

Structure (ORCA input):
```
! RIJCOSX wB97M-V def2-TZVPD def2/J DEFGRID3
* xyz 0 1
O -0.21 -0.71 -2.54
C 0.18 -0.27 -1.43
C 0.89 -0.99 -0.29
C -0.50 -1.41 0.71
C -1.24 0.00 0.71
C -0.64 0.73 -0.42
O -1.58 1.43 -1.18
C 0.66 1.41 0.28
C 1.53 0.20 0.52
H 1.25 -1.87 -0.65
H 0.02 -1.94 1.58
H -1.14 -2.27 0.07
H -2.31 -0.16 0.46
H -1.60 0.32 1.73
H -1.56 1.32 -2.05
H 1.49 1.68 -0.53
H 0.77 2.21 1.07
H 2.66 0.37 0.28
H 1.34 -0.04 1.69
*
```

Values from the calculation:
E_LUMO, eV: 0.27
Highest occupied orbital energy, eV: -9.3
Energy above the lowest of the compared OMol25 structures with the same formula, charge and spin, kJ/mol: 454.9
Orbital gap, Eh: 0.3512


The following is a quantum chemistry calculation of a single C7H10O2 molecule at a distorted geometry, from the Open Molecules 2025 dataset.

Structure (ORCA input):
```
! RIJCOSX wB97M-V def2-TZVPD def2/J DEFGRID3
* xyz 0 1
C 1.44 -1.08 -0.82
C 0.32 -0.73 0.13
C -0.88 -1.61 0.10
C -1.96 -0.82 -0.02
O -1.74 0.51 -0.08
C -0.34 0.68 0.10
C 0.20 1.76 -0.79
C 0.06 0.74 1.60
O 0.85 -0.47 1.48
H 1.80 -2.07 -0.48
H 1.06 -1.09 -1.84
H 2.26 -0.37 -0.63
H -0.98 -2.69 0.19
H -2.99 -1.15 -0.12
H 1.27 1.97 -0.65
H 0.06 1.47 -1.83
H -0.26 2.73 -0.56
H -0.81 0.64 2.25
H 0.63 1.60 1.96
*
```

Values from the calculation:
E_LUMO, eV: 0.98
Highest occupied orbital energy, eV: -8.8
Energy above the lowest of the compared OMol25 structures with the same formula, charge and spin, kJ/mol: 130.4
Orbital gap, Eh: 0.3579


> The lowest energy above the lowest of the compared OMol25 structures with the same formula, charge and spin belongs to which entry?

number 4


> Which of these has the highest energy above the lowest of the compared OMol25 structures with the same formula, charge and spin?

number 2


> energy above the lowest of the compared OMol25 structures with the same formula, charge and spin of number 2 (C7H10O2)?

639.3 kJ/mol


> Look up the energy above the lowest of the compared OMol25 structures with the same formula, charge and spin of the second one.

639.3 kJ/mol